No. 1
An isolated molecule of C4H6O2. Source: OMol25; level of theory: ωB97M-V/def2-TZVPD.

## Properties
**LUMO level**: 0.9274 eV
**Energy above the lowest of the compared OMol25 structures with the same formula, charge and spin**: 1.669 eV
**Frontier orbital gap**: 10.8121 eV
**Electronic energy**: -306.44496 Ha
**SMILES**: CC(=O)[C@H]1CO1

```
12
Properties=species:S:1:pos:R:3:forces:R:3
C 1.459 -0.641 -0.383 0.06 0.02 -0.03
C 0.636 -0.116 0.768 0.12 0.06 0.22
O 1.121 0.234 1.823 -0.16 -0.17 -0.40
C -0.857 -0.023 0.598 0.05 0.07 0.25
C -1.404 0.875 -0.429 -0.03 0.26 -0.08
O -1.449 -0.531 -0.585 -0.04 -0.14 -0.10
H 0.985 -0.467 -1.352 0.04 0.00 0.15
H 2.457 -0.200 -0.345 -0.14 -0.06 0.01
H 1.559 -1.727 -0.264 -0.06 0.14 0.00
H -1.423 -0.177 1.516 0.09 0.06 -0.13
H -0.730 1.397 -1.109 -0.05 -0.10 0.13
H -2.353 1.374 -0.239 0.12 -0.15 -0.04
```
Positions in Å, forces in eV/Å.



No. 2
An isolated molecule of C4H6O2. Source: OMol25; level of theory: ωB97M-V/def2-TZVPD.

## Properties
**LUMO level**: 1.0979 eV
**Energy above the lowest of the compared OMol25 structures with the same formula, charge and spin**: 1.533 eV
**Frontier orbital gap**: 11.7910 eV
**Electronic energy**: -306.44995 Ha
**SMILES**: O=COC1CC1

```
12
Properties=species:S:1:pos:R:3:forces:R:3
O 1.074 1.854 1.175 -0.24 -0.02 0.45
C 0.119 1.255 1.581 0.68 -0.25 -0.04
O -0.839 0.751 0.780 -0.08 -0.46 0.21
C -0.298 0.358 -0.473 -0.18 0.07 -0.24
C -0.724 -0.970 -1.007 -0.12 0.06 -0.06
C 0.665 -0.776 -0.450 0.29 -0.05 -0.01
H -0.012 0.907 2.625 -0.28 0.60 -0.19
H -0.125 1.183 -1.156 0.00 -0.17 0.11
H -1.405 -1.550 -0.386 0.13 0.15 -0.20
H -0.853 -1.066 -2.081 -0.07 0.01 0.22
H 0.877 -1.274 0.495 -0.08 0.29 -0.17
H 1.521 -0.672 -1.102 -0.07 -0.23 -0.09
```
Positions in Å, forces in eV/Å.



No. 3
An isolated molecule of C4H6O2. Source: OMol25; level of theory: ωB97M-V/def2-TZVPD.

## Properties
**LUMO level**: 0.8027 eV
**Energy above the lowest of the compared OMol25 structures with the same formula, charge and spin**: 0.407 eV
**Frontier orbital gap**: 10.9593 eV
**Electronic energy**: -306.49133 Ha
**SMILES**: O=C1CCCO1

```
12
Properties=species:S:1:pos:R:3:forces:R:3
O 2.391 0.980 -0.652 -1.09 0.90 0.33
C 1.252 0.734 -0.338 0.00 -0.71 -0.04
C 0.768 -0.688 -0.228 -0.12 -0.63 0.03
C -0.715 -0.736 0.185 0.66 0.26 -0.16
C -1.042 0.769 0.300 1.10 0.90 -0.25
O 0.245 1.589 -0.041 -1.19 -1.23 0.21
H 0.951 -1.123 -1.211 0.09 -0.27 0.17
H 1.420 -1.149 0.514 0.01 -0.26 -0.22
H -1.327 -1.268 -0.564 0.20 0.50 0.25
H -0.836 -1.288 1.130 -0.03 0.48 -0.27
H -1.295 1.083 1.315 0.02 -0.01 -0.26
H -1.811 1.096 -0.411 0.35 0.07 0.22
```
Positions in Å, forces in eV/Å.



No. 4
An isolated molecule of C4H6O2. Source: OMol25; level of theory: ωB97M-V/def2-TZVPD.

## Properties
**LUMO level**: 0.9018 eV
**Energy above the lowest of the compared OMol25 structures with the same formula, charge and spin**: 1.868 eV
**Frontier orbital gap**: 10.7844 eV
**Electronic energy**: -306.43765 Ha
**SMILES**: CC(=O)[C@H]1CO1

```
12
Properties=species:S:1:pos:R:3:forces:R:3
C -1.354 -0.508 -0.726 -0.08 0.04 -0.04
C -0.756 -0.375 0.651 -0.13 -0.10 0.14
O -1.390 -0.591 1.657 0.18 0.01 -0.27
C 0.706 0.007 0.796 0.01 -0.18 0.11
C 1.489 0.720 -0.215 0.14 -0.08 -0.29
O 0.936 1.407 0.894 -0.04 0.22 0.09
H -0.902 -1.374 -1.227 -0.03 0.16 0.07
H -2.432 -0.663 -0.638 0.18 0.03 -0.03
H -1.150 0.372 -1.344 -0.03 -0.12 0.11
H 1.228 -0.589 1.543 -0.07 0.08 -0.05
H 1.053 0.980 -1.178 0.03 -0.10 0.12
H 2.573 0.613 -0.211 -0.16 0.02 0.03
```
Positions in Å, forces in eV/Å.



No. 5
A structure of composition C4H6O2. Source: OMol25; level of theory: ωB97M-V/def2-TZVPD.

## Properties
**LUMO level**: 0.3855 eV
**Energy above the lowest of the compared OMol25 structures with the same formula, charge and spin**: 2.519 eV
**Frontier orbital gap**: 9.9460 eV
**Electronic energy**: -306.41373 Ha

```
12
Properties=species:S:1:pos:R:3:forces:R:3
O 1.482 -1.070 1.686 0.09 0.18 0.04
C 0.682 -0.266 0.998 -0.09 0.07 -0.06
C -0.522 -0.691 0.195 -0.06 -0.16 -0.04
C -0.583 0.840 -0.089 -0.24 0.28 -0.24
O -1.323 1.519 -0.756 0.31 -0.29 0.33
C 0.606 1.064 0.748 0.06 0.01 0.03
H 2.184 -0.549 2.104 -0.07 -0.11 -0.03
H -0.925 -0.452 -3.244 -0.01 0.03 0.01
H -1.361 -1.098 0.768 0.11 0.07 -0.06
H -0.319 -1.321 -0.676 -0.02 0.10 0.12
H -1.105 0.089 -2.765 -0.01 -0.05 -0.08
H 1.186 1.935 1.030 -0.07 -0.13 -0.03
```
Positions in Å, forces in eV/Å.



No. 6
An isolated molecule of C4H6O2. Source: OMol25; level of theory: ωB97M-V/def2-TZVPD.

## Properties
**LUMO level**: 0.1481 eV
**Energy above the lowest of the compared OMol25 structures with the same formula, charge and spin**: 5.258 eV
**Frontier orbital gap**: 8.5464 eV
**Electronic energy**: -306.31305 Ha

```
12
Properties=species:S:1:pos:R:3:forces:R:3
O -1.043 -0.618 -0.769 -0.31 -0.09 0.76
C -2.094 -1.241 -0.217 -0.64 -0.08 -0.18
C -0.360 -0.392 0.513 0.40 0.19 0.17
C 0.506 0.798 0.210 0.18 0.09 0.08
C 1.693 0.395 -0.632 0.25 -0.26 0.00
O 2.110 -0.736 -0.688 -0.13 0.53 -0.04
H -2.942 -0.533 -0.419 -0.32 -0.30 -0.45
H 0.172 -1.294 0.814 0.01 0.14 -0.12
H -1.079 -0.110 1.303 0.19 -0.10 -0.26
H -0.091 1.559 -0.305 0.20 -0.07 0.10
H 0.872 1.241 1.141 0.11 0.04 -0.06
H 2.185 1.216 -1.187 0.05 -0.07 -0.01
```
Positions in Å, forces in eV/Å.



| no. | HOMO level (hartree) |
| --- | --- |
| 1 | -0.363 |
| 2 | -0.393 |
| 3 | -0.373 |
| 4 | -0.363 |
| 5 | -0.351 |
| 6 | -0.309 |